Here is 2 unconnected molecules or ions with the total composition C5H10O from the OMol25 dataset. Energies are from ωB97M-V/def2-TZVPD.

Results
E	-271.68139	hartree
HOMO-LUMO gap	10.880	eV
multiplicity	1
ΔE to the lowest compared entry with this formula, charge and spin	187.0	kJ/mol
structure (SMILES)	C=C1C[C@@H]1C.O
molecular weight	86.13	g/mol
largest force on an atom	0.2	eV Å⁻¹

Each line ends with the Mulliken charge.
Geometry (Å):
O  1.464  -0.863  -2.480  -0.6638
C  1.541  -0.568  0.823  -0.7010
C  0.003  1.457  -0.061  -0.5767
C  -0.865  0.197  -0.072  0.2430
C  -1.947  0.007  0.970  -1.3757
C  0.542  0.151  0.340  0.0587
H  -1.608  0.382  1.942  0.3099
H  -2.865  0.538  0.699  0.3458
H  1.739  -0.581  -1.595  0.3244
H  1.215  -1.785  -2.346  0.3194
H  -1.080  -0.190  -1.068  0.3759
H  -0.179  2.201  0.712  0.2404
H  1.423  -1.634  1.010  0.2647
H  0.299  1.866  -1.025  0.2374
H  -2.188  -1.054  1.091  0.3229
H  2.506  -0.125  1.060  0.2748